(1)
The following is a quantum chemistry calculation of an isolated molecule of C2H9NO2P2 at a distorted geometry, from OMol25.

Output
LUMO ... 0.504 eV
DFT total energy ... -969.5554 Ha
Max |F| ... 0.1211 hartree/bohr
2S+1 ... 1
SMILES ... C[P@H](=O)N[P@@H](C)=O

Each line ends with the Mulliken charge.
Cartesian coordinates (Å):
C -1.96540 1.55685 -0.53424  -0.99
C 2.45774 -1.54313 0.05494  -0.97
N 0.57113 0.48218 0.67742  -0.51
O -1.19698 -1.32072 -0.47745  -0.57
O 2.83449 1.16682 -0.13418  -0.66
P -1.26044 -0.02632 0.12690  0.66
P 1.79406 0.15262 -0.38250  0.62
H -1.44972 1.76359 -1.47938  0.32
H -2.97447 1.46361 -0.96305  0.35
H -1.59821 2.24850 0.08846  0.40
H 2.69416 -1.22613 1.09146  0.25
H 1.70399 -2.29684 0.00065  0.31
H 3.32225 -1.86966 -0.40654  0.39
H 0.59454 1.47541 0.60908  0.25
H -1.51492 0.08340 1.50835  0.08
H 1.24636 -0.04726 -1.63326  0.07

(2)
The following is a quantum chemistry calculation of a cluster of 2 separate species, C2H9NO2Si in total at a distorted geometry, from OMol25.

Output
LUMO ... -0.129 eV
DFT total energy ... -576.2965 Ha
Max |F| ... 0.1194 hartree/bohr
2S+1 ... 1
SMILES ... C[Si](=O)O.CN

Each line ends with the Mulliken charge.
Cartesian coordinates (Å):
C -1.91429 1.38507 -0.27879  -0.71
C 1.42224 -1.34011 1.46995  -0.94
N -1.17383 0.53506 -1.14580  -0.54
O 2.20167 1.22488 0.13638  -0.52
O 1.61373 -0.67698 -1.67953  -0.52
Si 1.98880 -0.26971 -0.03651  0.67
H -1.19048 2.22411 -0.02545  0.25
H -2.85315 1.74662 -0.83576  0.27
H -2.22014 1.15986 0.75637  0.25
H 1.56513 -2.47129 1.54099  0.32
H 1.69503 -0.74152 2.30215  0.32
H 0.38923 -1.23438 1.43215  0.30
H -1.85935 -0.00251 -1.87347  0.25
H -0.44218 1.11065 -2.01416  0.26
H 1.96406 0.08023 -2.18018  0.33

(3)
The following is a quantum chemistry calculation of a cluster of 3 separate species, C2H9NO3 in total at a distorted geometry, from OMol25.

Output
LUMO ... 0.565 eV
DFT total energy ... -362.0903 Ha
Max |F| ... 0.0355 hartree/bohr
2S+1 ... 1
SMILES ... CC(N)=O.O.O

Each line ends with the Mulliken charge.
Cartesian coordinates (Å):
C 0.88160 -1.23363 -1.01232  -0.77
C 0.80513 -0.12316 0.00891  0.56
N 1.91182 0.63109 0.22599  -0.34
O -0.26792 0.17121 0.50638  -0.62
H 0.66679 -0.93039 -2.03365  0.30
H 0.06229 -1.89185 -0.69821  0.02
H 1.77940 -1.80562 -0.81526  0.36
H 1.90225 1.26304 1.01056  0.26
H 2.61390 0.69030 -0.49026  0.20
H -0.45979 2.25976 0.38276  0.32
H -0.47225 2.89647 1.73888  0.32
O -0.15236 3.05666 0.84309  -0.65
H -2.06454 -2.46959 -1.22769  0.34
H -2.29048 -1.90031 0.11568  0.34
O -2.73049 -2.47901 -0.52832  -0.64